# 1
Here is a cluster of 19 separate species, C34H111N5O24 in total at a distorted geometry from the OMol25 dataset. Energies are from ωB97M-V/def2-TZVPD.

Each line ends with the Mulliken charge.
Element x y z (Å)
C -2.9727 -7.6266 -12.8727  -0.808
O -2.4824 -7.2305 -11.6402  -0.235
C -1.3231 -6.4709 -11.7097  -0.603
C -0.8406 -6.1177 -10.3079  -0.612
N -1.9571 -5.5887 -9.4462  -0.319
C -1.7657 -5.6428 -8.0125  -0.867
C -1.9151 -7.0854 -7.4328  -0.448
O -3.1698 -7.6763 -7.6602  -0.299
C -3.2883 -8.9553 -6.9846  -0.769
H -3.3049 -6.7446 -13.4203  0.324
H -3.8496 -8.2738 -12.8598  0.246
H -2.2347 -8.1580 -13.4736  0.304
H -1.4908 -5.5071 -12.1903  0.334
H -0.5176 -7.0000 -12.2190  0.389
H -0.0330 -5.3858 -10.3171  0.394
H -0.3023 -6.9982 -9.9572  0.280
H -2.7800 -6.1361 -9.6542  0.305
H -2.5216 -5.0160 -7.5393  0.337
H -0.7882 -5.2181 -7.7840  0.385
H -1.6921 -7.0351 -6.3671  0.471
H -1.0843 -7.6930 -7.7915  0.318
H -3.4622 -8.7545 -5.9275  0.304
H -2.4114 -9.5802 -7.1543  0.302
H -4.1316 -9.5953 -7.2442  0.266
C -7.5367 -0.7491 -7.5314  -0.635
O -8.4659 -0.4856 -8.5449  -0.367
C -7.9403 -0.5529 -9.9092  -0.649
C -7.6553 -1.9901 -10.2544  -0.575
N -8.8368 -2.7930 -10.3281  -0.425
C -8.3842 -4.2039 -10.4583  -0.555
C -9.6280 -4.9732 -10.1148  -0.718
O -9.8815 -4.9369 -8.7365  -0.306
C -10.9364 -5.7691 -8.3347  -0.768
H -6.6955 -0.0685 -7.6627  0.291
H -7.3454 -1.8168 -7.4243  0.243
H -7.9800 -0.5319 -6.5595  0.245
H -7.0144 0.0182 -9.9789  0.382
H -8.5999 -0.1301 -10.6670  0.352
H -6.9673 -2.3575 -9.4930  0.343
H -7.1507 -1.9408 -11.2193  0.336
H -9.3732 -2.7406 -9.4739  0.340
H -7.7509 -4.3868 -9.5903  0.345
H -7.9855 -4.4040 -11.4528  0.360
H -9.4268 -5.9913 -10.4482  0.549
H -10.4835 -4.6355 -10.6998  0.340
H -10.7677 -6.7708 -8.7299  0.312
H -11.9598 -5.4739 -8.5660  0.304
H -11.0374 -5.8834 -7.2554  0.258
C 7.0806 7.1519 0.3895  -0.808
O 7.5718 8.4344 0.7173  -0.342
C 7.3606 8.9702 1.9694  -0.650
C 8.3612 8.3755 2.9227  -0.570
N 9.7014 8.9340 2.6431  -0.314
C 10.6070 8.7809 3.7616  -0.781
C 12.1283 8.8847 3.4869  -0.563
O 12.3938 7.9515 2.4487  -0.312
C 13.8096 7.8911 2.1211  -0.766
H 7.6672 6.4338 0.9625  0.294
H 7.0019 6.7670 -0.6273  0.307
H 6.0998 6.8823 0.7813  0.335
H 6.3584 8.7722 2.3498  0.397
H 7.3965 10.0595 1.9554  0.299
H 8.3342 7.2944 3.0591  0.355
H 8.0652 8.6796 3.9267  0.460
H 10.1973 8.4639 1.8993  0.255
H 10.4929 7.8163 4.2561  0.354
H 10.2832 9.4906 4.5230  0.407
H 12.7263 8.7227 4.3837  0.443
H 12.2688 9.9082 3.1395  0.328
H 14.2908 7.6825 3.0766  0.306
H 14.2462 8.8167 1.7458  0.299
H 14.0422 7.0006 1.5371  0.267
C 1.1353 2.8259 5.0001  -0.836
O 1.6423 2.1278 3.8604  -0.223
C 2.5416 1.2027 4.3536  -0.631
C 3.2580 0.4968 3.1950  -0.615
N 2.3289 -0.4386 2.5188  -0.366
C 2.9799 -1.0613 1.3813  -0.876
C 2.6386 -0.3535 0.0222  -0.408
O 1.3942 0.2991 0.0096  -0.318
C 1.1749 1.0217 -1.1680  -0.798
H 1.9397 3.2705 5.5860  0.332
H 0.6017 2.1352 5.6530  0.363
H 0.4809 3.6681 4.7754  0.241
H 2.0023 0.5664 5.0553  0.379
H 3.3738 1.7276 4.8225  0.396
H 4.1793 0.0494 3.5679  0.409
H 3.5699 1.2451 2.4664  0.296
H 1.5620 0.1325 2.1934  0.317
H 2.5452 -2.0608 1.3668  0.375
H 4.0360 -1.2572 1.5668  0.366
H 2.7978 -1.1016 -0.7543  0.387
H 3.3465 0.4677 -0.0902  0.315
H 0.1748 1.4532 -1.1287  0.231
H 1.0833 0.3861 -2.0487  0.315
H 1.8634 1.8629 -1.2484  0.342
C -10.3906 3.6105 13.7242  -0.641
O -10.6730 2.5387 12.8388  -0.382
C -9.5100 1.8787 12.3789  -0.518
C -9.0129 2.4442 10.9923  -0.399
N -7.9592 1.5804 10.4676  -0.250
C -7.4226 1.9739 9.1294  -1.034
C -8.4367 2.1026 7.9878  -0.314
O -8.8369 0.7653 7.6197  -0.317
C -9.3412 0.7430 6.3013  -0.773
H -9.7820 4.3672 13.2292  0.272
H -9.9231 3.1756 14.6076  0.303
H -11.3453 4.0749 13.9710  0.240
H -9.7743 0.8226 12.3252  0.326
H -8.6991 1.9566 13.1032  0.359
H -8.6017 3.4452 11.1221  0.210
H -9.8626 2.6303 10.3353  0.219
H -8.1396 0.5928 10.5778  0.304
H -6.5548 1.4173 8.7757  0.371
H -6.9139 2.9322 9.2346  0.398
H -7.9286 2.6564 7.1984  0.430
H -9.2932 2.7434 8.1973  0.336
H -9.9944 -0.1201 6.1727  0.250
H -8.5015 0.5691 5.6285  0.283
H -9.8571 1.6330 5.9408  0.328
C -3.2453 -4.3390 2.0604  -0.472
O -2.8056 -5.6621 2.2133  -0.499
H -2.8426 -3.7041 2.8496  0.226
H -3.0771 -3.9830 1.0440  0.216
H -4.3051 -4.3195 2.3143  0.238
H -3.0707 -5.9849 3.0777  0.291
C -1.7273 4.4899 0.8842  -0.449
O -2.3177 3.8607 1.9301  -0.465
H -2.3899 4.4266 0.0210  0.259
H -1.3712 5.5030 1.0711  0.252
H -0.9135 3.8548 0.5344  0.089
H -1.5340 3.6304 2.4345  0.321
C 10.3300 -1.8596 -2.2501  -0.533
O 9.3869 -2.5331 -3.0436  -0.467
H 10.3659 -2.5209 -1.3843  0.203
H 11.3287 -1.8695 -2.6866  0.272
H 10.0785 -0.8045 -2.1424  0.224
H 9.7904 -2.4532 -3.9110  0.302
C 9.3294 -5.0772 4.6232  -0.516
O 8.3768 -6.0578 5.1319  -0.483
H 8.8099 -4.2335 4.1689  0.233
H 9.8684 -4.7387 5.5082  0.200
H 10.0532 -5.4631 3.9053  0.271
H 8.2692 -6.6208 4.3618  0.296
O -1.3956 0.3961 -10.1567  -0.646
H -0.4463 0.4453 -10.2692  0.323
H -1.5749 -0.5364 -10.0355  0.320
O 1.5653 5.8508 -7.7720  -0.641
H 1.4996 4.9727 -8.1475  0.321
H 1.1150 6.4149 -8.4006  0.320
O 3.9900 2.7212 12.7921  -0.627
H 4.7429 2.9528 12.2484  0.311
H 4.1451 3.1728 13.6217  0.319
O 5.4372 -3.6115 -7.5298  -0.639
H 6.2146 -3.4307 -7.0015  0.319
H 5.2105 -4.5177 -7.3208  0.320
O 4.1786 9.8692 9.9599  -0.635
H 4.5856 9.0139 9.8215  0.316
H 3.8014 10.0958 9.1099  0.319
O 3.2106 1.0033 -9.9062  -0.633
H 3.6365 0.4295 -9.2693  0.320
H 3.9331 1.4495 -10.3480  0.317
O 0.8287 -4.6275 5.8083  -0.634
H 0.0462 -4.9821 5.3863  0.314
H 1.2118 -4.0447 5.1527  0.319
O 0.6113 -0.6628 12.6567  -0.638
H 1.1524 0.1268 12.6551  0.317
H -0.2611 -0.3553 12.9030  0.318
O 8.1055 0.1811 9.3563  -0.628
H 8.2773 0.4342 10.2633  0.316
H 8.0011 1.0111 8.8911  0.313
O 5.5429 -4.0116 8.8632  -0.639
H 6.1142 -3.2752 9.0810  0.318
H 5.8749 -4.3334 8.0251  0.319

E ... -3441.0191 Ha


# 2
Here is a cluster of 6 separate species, H12O6 in total at a distorted geometry from the OMol25 dataset. Energies are from ωB97M-V/def2-TZVPD.

Each line ends with the Mulliken charge.
Element x y z (Å)
O 0.7137 -2.5221 -0.5532  -0.691
H -0.0916 -2.6411 -1.0731  0.300
H 1.4123 -2.3114 -1.1829  0.342
O -2.0676 1.3454 0.3836  -0.661
H -1.1885 0.9230 0.3475  0.413
H -2.4374 0.8592 1.1116  0.279
O -0.3351 1.7392 2.8673  -0.598
H 0.3320 2.4356 2.9972  0.303
H -1.1535 2.1968 2.9982  0.299
O -0.5589 -0.1363 -2.0532  -0.586
H -1.4333 -0.3645 -1.7068  0.308
H -0.2998 -0.8564 -2.6257  0.277
O 0.3888 0.0297 0.7140  -0.732
H 0.5024 -0.8888 0.5163  0.414
H 0.4439 0.1024 1.6465  0.279
O 2.2979 0.0461 -1.3602  -0.640
H 1.9506 -0.0433 -2.2657  0.316
H 1.5242 0.0865 -0.7613  0.378

E ... -458.6278 Ha
SMILES string ... O.O.O.O.O.O


# 3
Here is an isolated molecule of C21H25N5O2 at a distorted geometry from the OMol25 dataset. Energies are from ωB97M-V/def2-TZVPD.

Each line ends with the Mulliken charge.
Element x y z (Å)
C 0.7135 4.8478 -0.5006  -0.657
C 1.1006 4.3145 0.8885  -0.687
C -0.1010 3.8588 1.6983  -0.732
N -0.9839 2.9348 0.9951  0.207
C -1.9184 2.2009 1.7396  -0.453
C -2.7457 1.2540 1.1975  -0.078
C -3.5951 0.3253 1.9258  0.352
C -4.3534 -0.6467 1.0396  0.178
C -5.6544 -1.0119 1.3928  -0.256
C -6.2660 -2.1505 0.8118  -0.806
C -5.6205 -2.8568 -0.2287  -0.334
C -4.3746 -2.3849 -0.6932  -0.801
C -3.7479 -1.2884 -0.0731  -0.327
C -1.3652 3.3317 -0.3551  -0.453
C -0.1832 3.8269 -1.2327  -0.795
H 0.1939 5.8252 -0.4353  0.319
H 1.6257 4.9836 -1.1030  0.295
H 1.8275 3.4958 0.7685  0.340
H 1.5726 5.1235 1.4544  0.323
H 0.2247 3.3507 2.6054  0.436
H -0.6907 4.7365 2.0004  0.364
H -2.0271 2.3653 2.8359  0.337
H -2.7624 1.1133 0.0912  -0.329
H -3.3381 -0.1896 2.8938  0.681
H -6.1209 -0.4879 2.2500  0.260
H -7.2174 -2.5253 1.2286  0.358
H -6.0351 -3.7858 -0.6444  0.365
H -3.7981 -2.9616 -1.4342  0.334
H -2.7219 -0.9856 -0.3392  0.361
H -1.8465 2.4990 -0.8870  0.342
H -2.1157 4.1602 -0.3249  0.239
H -0.6307 4.2841 -2.1389  0.317
H 0.4284 2.9550 -1.5485  0.334
C -7.4699 3.7262 -0.5687  -1.141
N -7.0378 3.3256 0.7466  0.078
C -7.7389 3.9351 1.8037  0.329
O -8.6608 4.7221 1.6307  -0.649
N -7.2895 3.5815 3.1085  0.036
C -7.9384 4.1511 4.2835  -1.028
C -6.2422 2.7365 3.2064  1.414
C -5.5731 2.1600 2.1440  -0.250
C -5.9410 2.4627 0.8280  0.426
O -5.3680 1.9835 -0.1510  -0.712
N -4.7320 1.1977 2.6250  0.433
C -4.8073 1.2798 3.9904  -0.438
N -5.7448 2.1994 4.3658  -0.793
H -6.8048 3.2198 -1.2923  0.353
H -8.5264 3.3908 -0.6995  0.308
H -7.3773 4.8366 -0.6395  0.317
H -7.4119 3.7948 5.1724  0.391
H -7.8849 5.2467 4.2571  0.301
H -8.9888 3.8321 4.3401  0.283
H -4.1848 0.6753 4.7121  0.305

E ... -1239.4861 Ha
SMILES string ... Cn1c(=O)c2c(ncn2[C@H](/C=C/N2CCCCC2)c2ccccc2)n(C)c1=O


Table of Kohn-Sham gap (eV), in record order: 8.825 11.081 8.582
Table of energy above the lowest of the compared OMol25 structures with the same formula, charge and spin (kcal/mol), in record order: 8.2 28.0 54.5